[1]
Formula: C45H109N11O7
Source: the OMol25 dataset
Level of theory: the ωB97M-V functional and the def2-TZVPD basis

Structure (XYZ):
```
172
Properties=species:S:1:pos:R:3:forces:R:3
O 5.465 0.784 5.137 -0.1 0.0 -0.1
O 5.904 -3.674 3.258 0.2 -0.6 -0.3
O -0.808 -7.934 3.302 -0.3 -0.3 -0.4
O -3.925 7.422 2.727 0.1 0.4 0.0
O -4.506 -2.267 1.212 0.9 -1.0 -0.1
O -2.596 2.565 -0.915 -1.2 -0.3 -0.3
O 4.450 1.687 0.565 -1.0 2.4 0.0
N 3.233 1.040 5.405 0.8 0.4 0.6
N -0.170 -5.176 -1.896 0.3 0.2 1.2
N -1.985 1.345 -5.627 -0.6 -0.2 0.5
N 5.298 0.051 -0.697 0.3 0.1 -1.0
N -0.322 6.964 -1.181 0.1 1.0 0.4
N -4.457 1.397 -1.556 -0.2 -0.1 0.3
N 0.166 0.433 1.671 0.2 0.3 -0.3
N 7.073 -3.437 1.332 -0.6 0.0 -0.2
N 0.872 -9.213 4.127 0.0 0.3 0.5
N -5.868 6.528 3.475 0.0 0.1 -0.2
N -2.971 -3.822 0.466 -0.7 0.1 -0.7
C 0.349 -4.979 -0.518 -1.0 -0.6 0.2
C -3.507 -3.778 2.807 -0.3 0.0 -0.3
C 5.912 -3.513 2.049 -0.1 0.8 0.8
C -3.747 -3.220 1.408 0.1 0.3 0.1
C 1.047 -1.851 1.789 0.2 -1.1 0.0
C 5.097 0.693 0.480 0.2 -2.8 0.1
C 0.697 1.046 -0.763 0.9 -1.1 -0.1
C 4.774 0.564 -1.956 -0.3 0.2 0.4
C -3.542 2.395 -1.696 1.1 -0.3 0.3
C -6.668 7.712 3.282 0.0 0.4 -0.4
C 8.340 -3.963 1.807 -0.2 -0.4 -0.2
C -1.158 7.413 -0.077 -1.1 -0.1 -0.1
C 2.882 0.387 4.179 -1.6 -0.9 -0.2
C -0.866 2.713 1.765 0.3 0.3 -0.4
C -0.821 7.385 -2.491 0.7 -1.0 0.0
C -0.407 2.420 -4.065 0.0 0.5 0.9
C -0.493 7.197 1.277 -0.5 0.6 0.2
C -0.158 -0.974 1.547 -0.1 -0.1 0.8
C -1.076 1.227 1.642 0.2 -0.7 -0.2
C -0.874 1.127 -4.712 1.0 0.9 -0.6
C -2.929 -3.533 -0.957 -0.5 0.3 0.2
C -0.043 5.556 -1.091 -0.2 -0.8 -0.5
C -4.563 0.481 -0.394 1.1 1.1 -0.8
C -0.940 8.894 -2.635 -1.0 -0.7 0.4
C -1.512 1.877 -6.899 1.0 -0.5 0.1
C -0.358 -6.593 -2.231 0.4 0.6 -2.1
C 0.192 -8.062 3.980 -0.3 1.1 0.3
C 0.938 -7.364 -2.567 -0.7 -0.5 1.7
C -2.716 0.092 -5.833 0.3 0.1 -1.0
C 0.827 -6.874 4.688 0.6 -0.9 0.0
C 1.055 5.053 -2.039 -0.1 -0.9 0.9
C 4.580 -3.287 1.347 0.1 -0.2 0.1
C 5.592 -0.023 1.703 0.0 1.0 0.8
C 0.540 -10.397 3.396 0.4 -0.9 0.5
C 4.764 2.140 6.977 -1.1 0.1 -0.3
C -3.975 5.064 3.132 -0.1 -0.6 -0.2
C 4.539 1.273 5.755 0.2 -0.4 -0.2
C -3.704 3.341 -2.881 -0.6 0.2 1.8
C -3.513 -0.348 -4.621 0.1 -0.7 -0.4
C -2.645 2.240 -7.839 -0.1 -0.2 -0.3
C -4.562 6.458 3.089 -0.1 -0.6 -0.1
C 1.157 0.931 0.705 -0.2 0.2 0.6
C 0.712 -4.440 -2.820 0.1 -1.5 0.7
C 0.565 -2.947 -2.684 0.3 0.3 -0.7
C -0.408 -5.812 0.526 1.0 -0.7 -0.3
H 1.418 -5.248 -0.468 0.0 0.4 0.1
H -4.810 1.067 0.489 -0.1 -0.2 0.1
H 1.437 0.477 -1.344 0.1 0.5 -0.2
H 5.818 2.172 7.204 0.1 0.1 0.1
H -1.085 0.341 -3.997 -0.3 0.1 0.3
H -3.594 4.813 4.122 0.1 0.2 0.0
H -1.758 6.831 -2.708 0.0 0.4 -0.2
H 6.987 -3.095 0.393 0.2 -0.3 -0.2
H 8.384 -3.907 2.890 0.0 0.2 0.1
H 0.621 4.745 -2.987 0.4 0.4 -0.3
H -1.883 9.183 -2.164 0.2 0.4 0.2
H -2.861 1.435 -8.545 -0.2 -0.1 0.3
H 4.980 1.629 -2.041 0.1 0.0 0.1
H -0.208 -5.490 1.545 -0.1 0.3 0.0
H -6.798 8.273 4.205 -0.2 0.0 0.0
H 1.786 0.371 4.153 0.1 0.7 -0.4
H 4.157 1.777 7.810 0.3 -0.2 0.1
H -1.892 -3.321 -1.185 0.0 0.2 -0.5
H -1.090 2.864 -3.337 -0.2 -0.4 0.1
H 1.523 -6.954 -3.379 0.1 0.1 0.0
H 9.173 -3.434 1.352 0.0 0.2 0.1
H 1.942 5.684 -2.091 -0.3 0.4 -0.3
H -2.164 6.934 -0.114 0.3 -0.4 0.1
H -0.195 3.112 1.002 0.0 -0.1 0.0
H -1.466 8.451 -0.211 0.7 0.2 0.0
H -1.587 0.935 0.715 -0.4 0.6 0.1
H -4.306 -1.052 -4.888 0.0 0.1 -0.2
H 1.751 -4.725 -2.564 0.1 0.3 -0.2
H 0.911 -2.604 -1.712 -0.1 0.0 0.1
H 2.070 0.339 0.762 -0.2 -0.3 0.1
H -0.865 -1.108 2.373 -0.1 -0.5 -0.1
H -1.064 9.203 -3.670 0.5 0.0 -0.1
H -0.064 7.015 -3.192 -0.2 0.1 -0.1
H -3.507 2.444 -7.204 -0.2 0.1 -0.3
H -6.203 8.374 2.552 0.3 -0.1 0.1
H -3.739 2.828 -3.835 0.1 0.3 -0.2
H 3.292 0.826 3.275 0.0 0.2 0.0
H 1.506 1.878 1.127 -0.1 0.1 -0.5
H 0.537 2.259 -3.536 0.0 0.0 -0.1
H 1.214 -2.459 -3.417 -0.1 0.0 0.0
H 3.966 -2.666 1.994 0.1 0.2 -0.1
H 1.487 -7.402 -1.614 0.5 0.1 -0.5
H -5.305 -0.275 -0.612 0.0 -0.1 0.1
H 0.193 5.264 -0.068 0.3 0.4 0.0
H 4.339 3.130 6.776 0.4 0.1 0.0
H -0.819 7.929 2.021 -0.1 0.2 -0.3
H 0.257 -5.973 4.525 0.0 0.1 -0.1
H -2.874 -0.923 -3.949 -0.1 0.5 0.5
H -0.069 -6.850 0.506 -0.2 0.0 0.0
H -0.795 6.251 1.726 0.6 -0.3 -0.2
H 4.755 -0.425 2.273 -0.1 -0.3 -0.3
H 2.577 1.705 5.780 -0.2 -0.2 0.0
H -0.453 -2.602 -2.856 -0.1 -0.1 0.0
H -3.183 4.954 2.396 0.2 0.3 0.1
H -0.810 1.104 -7.278 -0.3 0.1 -0.6
H -3.377 0.217 -6.695 -0.1 0.2 0.2
H -0.432 2.959 2.736 -0.1 0.1 0.1
H 1.791 -1.836 0.987 0.1 0.5 0.2
H -0.844 2.723 -6.736 -0.3 0.2 0.3
H 4.061 -4.244 1.327 0.1 -0.1 -0.2
H 1.836 -6.839 4.271 0.0 0.6 -0.1
H -1.465 -5.827 0.321 -0.2 -0.2 0.0
H -4.457 -4.181 3.158 0.0 0.3 0.3
H -0.517 -10.626 3.489 -0.2 0.4 -0.5
H -0.974 -6.587 -3.144 0.0 -0.1 0.2
H 1.485 -1.643 2.765 0.3 0.2 -0.2
H 0.658 2.068 -1.123 -0.3 0.0 -0.1
H -0.208 0.481 -1.002 -0.3 0.5 0.3
H 0.029 0.796 -5.265 -0.3 -0.4 -0.2
H -0.949 4.937 -1.291 0.0 0.2 -0.1
H -3.268 -4.392 -1.537 0.2 -0.1 0.0
H 0.790 -2.918 1.804 -0.4 0.1 0.2
H 1.667 -9.152 4.733 0.2 -0.4 0.0
H 4.620 -2.870 0.340 0.1 0.0 0.0
H -3.155 -2.943 3.411 -0.3 0.0 0.2
H -6.372 5.672 3.600 0.1 -0.2 0.1
H -1.806 3.233 1.592 -0.1 0.0 0.3
H -0.938 -7.105 -1.476 0.0 0.0 0.2
H 3.016 -0.701 4.146 1.0 0.2 0.4
H -4.610 3.907 -2.618 -0.2 -0.2 -0.7
H -1.989 -0.670 -6.185 -0.2 -0.2 0.3
H 0.986 -7.068 5.750 -0.3 0.1 0.1
H 5.567 -0.912 -0.678 0.2 -0.1 0.1
H -4.699 4.287 2.867 -0.2 0.2 0.2
H -2.925 4.078 -2.708 0.4 -0.2 -0.8
H 0.180 -3.947 -0.205 0.4 0.1 -0.4
H -2.762 -4.569 2.884 0.0 0.0 -0.3
H 0.917 -10.313 2.381 -0.5 -0.2 -0.3
H -0.687 -1.330 0.644 0.0 0.5 -0.3
H -0.242 3.242 -4.763 0.1 -0.3 -0.4
H -3.601 -2.715 -1.212 0.2 0.2 0.2
H 5.250 0.058 -2.792 -0.1 -0.1 0.0
H -2.461 3.095 -8.488 0.3 0.2 0.3
H -2.580 -4.731 0.617 0.0 0.2 1.0
H 0.575 7.351 1.127 0.1 -0.5 0.3
H 6.367 -0.772 1.588 0.1 0.0 -0.1
H -5.094 1.214 -2.309 -0.1 0.3 -0.1
H 8.425 -5.020 1.531 0.1 0.1 0.0
H 5.895 0.811 2.343 0.5 -0.4 0.2
H -7.623 7.445 2.830 -0.2 -0.1 0.4
H 0.706 -8.413 -2.766 -0.1 0.1 -0.3
H -0.087 9.335 -2.127 0.0 0.4 -0.2
H -3.979 0.525 -4.178 0.1 0.0 0.4
H 1.442 4.126 -1.593 -0.1 0.0 -0.1
H 1.015 -11.262 3.863 0.3 0.2 0.0
H -1.713 0.920 2.479 0.1 -0.2 -0.1
H 0.565 -4.890 -3.805 -0.3 0.7 -0.2
H -3.575 0.041 -0.264 -0.2 -0.3 0.3
H 3.685 0.458 -1.994 0.1 -0.1 -0.2
```
Forces are in eV/Å.

Values from the calculation:
Strongest force on any atom = 2.76 eV/A
Gap between HOMO and LUMO = 8.0 eV
LUMO level = 0.3 eV
Highest occupied orbital energy = -0.2830 Eh
Charge = 0
Electronic energy = -2908.968692 a.u.
SMILES = CCN(CC)CC.CCN(CC)CC.CCN(CC)CC.CCN(CC)CC.CNC(C)=O.CNC(C)=O.CNC(C)=O.CNC(C)=O.CNC(C)=O.CNC(C)=O.CNC(C)=O
Energy above the lowest of the compared OMol25 structures with the same formula, charge and spin = 0.0 kJ/mol

=====

[2]
Formula: C28H53O2PSe2Si2V
Source: the OMol25 dataset
Level of theory: the ωB97M-V functional and the def2-TZVPD basis

Structure (XYZ):
```
89
Properties=species:S:1:pos:R:3:forces:R:3
Se -0.012 1.734 0.948 0.1 0.5 1.5
Se 0.674 -2.297 1.464 0.4 0.0 1.2
V -0.046 -0.401 0.202 0.0 -0.1 -1.6
P 0.333 -0.375 2.544 0.0 -0.4 0.6
Si 3.013 0.382 -1.039 0.1 -0.1 -0.4
Si -3.246 0.246 -0.362 -0.4 -0.2 0.3
O 0.978 1.268 -5.881 -0.1 0.1 0.2
O -0.452 -1.511 -2.964 0.5 -0.9 0.2
C -3.393 -0.231 5.224 0.1 -0.2 -0.1
C 4.231 -0.505 -2.166 0.0 -0.2 0.1
C -1.434 0.816 4.279 0.0 -0.4 0.0
C -1.563 -0.828 -3.680 -0.4 0.2 0.3
C -0.764 2.902 -5.911 0.1 0.1 -0.2
C -2.567 0.885 5.081 0.1 0.0 0.0
C -1.110 -0.394 3.647 -0.5 0.0 -0.6
C 2.271 1.267 3.777 -0.2 -0.4 0.0
C -3.078 -1.423 4.565 0.0 -0.1 0.1
C -3.866 0.645 1.373 0.0 0.0 0.0
C 3.531 0.100 0.726 0.5 0.1 0.2
C 3.228 1.506 4.762 0.0 0.0 0.1
C 0.577 2.512 -5.309 0.0 -0.2 0.0
C -0.563 -3.952 -3.206 -0.1 -0.2 -0.2
C 0.232 -2.729 -3.549 -0.2 0.5 0.3
C 2.604 0.809 -7.580 0.0 0.3 0.0
C -4.684 -0.422 -1.369 -0.2 -0.2 -0.1
C 1.646 0.010 3.721 0.6 0.5 0.0
C 2.895 -0.722 5.651 0.0 0.1 -0.1
C 3.537 0.521 5.703 -0.2 -0.1 -0.2
C 3.109 2.147 -1.642 0.0 0.3 0.3
C 1.956 -0.989 4.659 0.0 0.3 -0.2
C -1.936 -1.520 3.770 0.1 0.4 0.2
C 2.367 1.028 -6.095 0.0 -0.3 -0.1
C -1.420 -1.070 -5.154 0.0 -0.2 -0.6
C -1.962 -1.134 -0.103 0.2 -0.1 -0.3
C -2.732 1.816 -1.280 0.2 0.2 -0.2
C 1.320 -0.321 -1.405 -0.8 -0.6 0.4
H -2.172 -1.561 0.907 0.2 0.3 -0.4
H 1.446 -1.956 4.605 0.3 0.3 0.1
H -3.147 2.698 -0.765 0.1 -0.3 -0.1
H -0.402 -0.845 -5.509 -0.4 0.1 0.1
H 0.901 0.302 -2.214 0.2 -0.3 0.1
H -1.462 0.234 -3.428 0.1 -0.3 0.1
H 2.402 1.736 -8.125 0.0 -0.1 0.0
H -4.278 -0.182 5.864 0.3 0.0 -0.3
H 0.471 2.396 -4.213 0.2 0.1 -0.3
H -1.698 -2.103 -5.386 0.1 0.2 -0.1
H 2.005 2.039 3.049 0.1 -0.3 0.3
H -2.070 -2.040 -0.749 0.0 0.6 0.1
H 4.161 -1.598 -2.089 0.1 0.2 0.0
H 1.593 -1.326 -1.778 -0.1 0.4 0.0
H -3.715 -2.300 4.684 0.1 0.3 0.0
H 2.999 1.853 -5.726 -0.3 -0.2 0.0
H 4.097 -0.220 -3.219 0.0 0.0 0.2
H 3.641 0.522 -7.760 0.0 0.0 0.0
H -1.070 3.880 -5.532 0.0 -0.1 0.0
H 3.107 0.834 1.424 0.2 -0.2 -0.3
H -0.679 2.967 -7.004 0.0 0.0 0.3
H -2.098 -0.430 -5.734 0.1 0.0 0.4
H -0.794 1.687 4.136 -0.2 -0.1 0.1
H 0.288 -2.510 -4.617 0.0 -0.2 0.4
H 1.250 -2.738 -3.146 -0.3 0.2 0.1
H 4.179 2.401 -1.682 -0.3 0.2 0.0
H -4.605 -0.142 -2.427 0.0 -0.1 0.1
H 1.328 3.293 -5.519 -0.2 -0.3 0.1
H 4.276 0.716 6.481 -0.2 0.0 -0.2
H 1.943 0.033 -7.977 0.1 0.1 0.1
H 3.117 -1.492 6.385 0.0 0.2 -0.1
H 2.697 2.254 -2.658 0.1 -0.1 0.3
H 3.726 2.475 4.791 -0.1 -0.3 0.1
H 2.636 0.109 -5.549 0.0 0.3 0.0
H 3.277 -0.910 1.087 0.1 0.4 -0.2
H -4.726 1.327 1.352 0.2 -0.1 0.0
H -0.054 -4.816 -3.638 0.1 -0.1 0.2
H -2.792 1.808 5.605 0.0 -0.1 -0.1
H -1.547 2.173 -5.667 0.2 0.1 0.0
H -0.370 -1.442 -1.932 -0.3 0.3 -1.7
H -2.500 -1.233 -3.275 0.3 0.2 -0.1
H -1.536 -3.914 -3.691 -0.2 0.0 0.1
H -1.647 1.978 -1.361 -0.3 0.0 0.0
H -5.635 -0.021 -0.992 0.2 -0.1 -0.1
H 4.628 0.208 0.743 -0.3 -0.1 0.2
H -4.196 -0.277 1.874 0.0 0.1 -0.1
H -3.092 1.094 2.007 -0.1 0.0 -0.1
H -0.706 -4.094 -2.125 0.2 0.0 -0.3
H -1.673 -2.457 3.268 -0.1 0.4 0.1
H 2.600 2.849 -0.970 0.1 0.0 -0.2
H -3.153 1.813 -2.299 0.1 0.0 0.3
H -4.731 -1.515 -1.305 -0.1 0.1 0.0
H 5.237 -0.197 -1.852 -0.1 -0.2 -0.2
```
Forces are in eV/Å.

Values from the calculation:
Strongest force on any atom = 1.78 eV/A
Gap between HOMO and LUMO (spin up / spin down) = 7.0 / 7.2 eV
LUMO level (spin up / spin down) = -3.5 / -4.1 eV
Highest occupied orbital energy (spin up / spin down) = -0.3851 / -0.4155 Eh
Charge = +1
Electronic energy = -7916.103370 a.u.
Spin multiplicity = 3